No. 1
82
Properties=species:S:1:pos:R:3:forces:R:3 method="wB97M-V/def2-TZVPD" mol_weight_g_mol=779.0 total_charge=0 s_squared=0.751 total_energy_ev=-83025.0116 de_lowest_kj_mol=87.0 spin_multiplicity=2
Ce -0.38640 0.08640 0.82080 -0.30 -1.27 0.88
O -0.81960 4.41310 -0.43240 -0.10 -0.10 -0.16
C 0.50880 4.57060 -0.46510 0.33 -0.18 -0.15
C 1.02620 5.85990 -0.32520 -0.14 0.02 0.00
C 2.38470 6.07790 -0.37850 -0.12 -0.06 -0.02
C 3.26420 5.01880 -0.57330 0.22 -0.06 0.01
C 2.77120 3.73980 -0.70660 -0.10 0.05 0.02
C 1.39800 3.49330 -0.66160 -0.23 0.19 0.10
C 0.87950 2.12740 -0.80800 0.57 -0.49 -0.99
O -0.37440 1.88680 -0.70790 -0.30 0.41 -0.06
N 1.73220 1.17190 -1.16680 1.10 0.69 -0.07
N 1.25120 -0.06610 -1.03140 0.01 -0.79 -1.14
C 1.60840 -1.03520 -1.80790 0.05 1.12 0.40
C 1.05000 -2.33800 -1.51880 -0.51 -0.98 0.17
C 1.47870 -3.49330 -2.18610 -0.10 0.48 0.17
C 0.91070 -4.70890 -1.86010 -0.16 0.00 0.26
C -0.05550 -4.75100 -0.86420 0.14 0.10 -0.11
C -0.41950 -3.56050 -0.24980 -0.13 -0.10 0.05
N 0.09930 -2.38390 -0.56270 0.34 -0.06 -0.40
H -0.99420 3.44660 -0.55100 0.02 0.22 0.09
H 0.33090 6.67500 -0.19150 -0.07 0.06 0.04
H 2.76770 7.08210 -0.27780 0.03 0.12 0.02
H 4.32660 5.20350 -0.62690 0.09 -0.02 0.02
H 3.42810 2.89660 -0.85450 0.07 -0.05 -0.02
H 2.27790 -0.91290 -2.65710 0.08 0.19 0.13
H 2.25150 -3.42290 -2.93540 0.06 0.04 -0.12
H 1.22260 -5.61290 -2.36060 0.04 -0.08 -0.06
H -0.51370 -5.68060 -0.56700 -0.07 -0.07 0.03
H -1.16620 -3.54990 0.53730 -0.04 0.02 -0.01
O -2.11370 -1.03280 2.04690 0.24 -0.05 0.03
N -3.40150 -1.00280 1.76620 -0.71 -0.04 -0.53
C -4.28280 -1.14680 2.76840 -0.40 -0.07 0.52
C -5.63980 -1.12710 2.56310 0.20 -0.02 -0.07
C -6.12000 -0.97400 1.25960 0.22 0.01 0.08
C -5.21740 -0.82690 0.23810 -0.23 -0.02 0.29
C -3.83220 -0.82490 0.47470 0.36 -0.05 -0.10
S -2.71100 -0.59350 -0.78020 -0.15 0.01 -0.28
H -3.84180 -1.27630 3.74500 0.10 0.04 -0.03
H -6.30760 -1.22560 3.40330 0.01 -0.04 0.08
H -7.18200 -0.96780 1.07040 -0.09 0.03 -0.07
H -5.53890 -0.68240 -0.78080 0.03 -0.02 -0.07
C -3.50320 2.42050 1.36260 0.10 0.13 -0.02
C -2.21600 2.96390 1.90990 -0.26 0.14 0.05
C -2.09180 4.26990 2.33550 -0.08 -0.19 0.04
C -0.86820 4.67870 2.86620 0.00 -0.20 -0.01
C 0.17480 3.79550 2.92990 -0.12 0.06 -0.01
C 0.01490 2.47730 2.43510 -0.32 0.22 0.16
N -1.20340 2.08680 1.95970 -0.02 0.88 0.58
N 0.98220 1.55090 2.36300 0.26 -0.05 0.00
Si 2.41000 1.61400 3.32040 0.90 -0.54 0.56
C 3.48350 3.21290 3.43210 -0.69 -0.38 -0.12
C 1.93520 1.09010 5.11050 0.14 0.26 -0.73
C 3.63290 0.31930 2.63460 -0.47 0.42 0.28
H -3.93090 1.72060 2.08270 -0.06 -0.09 -0.06
H -3.30550 1.89270 0.42560 -0.13 0.00 0.06
H -4.22950 3.20960 1.18340 -0.01 0.05 -0.01
H -2.91370 4.95930 2.23810 -0.14 0.02 0.01
H -0.74100 5.69230 3.21890 0.02 0.09 0.03
H 1.13050 4.09130 3.32290 0.15 0.10 0.02
H 3.14130 3.89730 4.20320 -0.12 0.13 0.13
H 3.48140 3.75130 2.48750 -0.01 0.10 -0.21
H 4.51690 2.96940 3.66550 0.10 -0.22 0.03
H 1.32960 1.85230 5.59380 -0.11 0.17 0.07
H 2.80040 0.90440 5.73990 0.23 0.01 0.08
H 1.34190 0.17790 5.08100 -0.06 -0.14 -0.07
H 3.54290 0.22930 1.55650 -0.01 0.01 -0.24
H 3.46590 -0.65450 3.07970 -0.06 -0.21 0.09
H 4.65290 0.60570 2.86340 0.24 0.12 0.06
C 3.40670 -4.79190 4.07340 0.01 0.00 0.04
C 2.62070 -3.75670 3.33660 -0.18 0.20 -0.17
C 3.04050 -3.26410 2.10730 -0.15 0.03 0.10
C 2.30030 -2.28030 1.47700 0.08 -0.11 -0.10
N 1.16620 -1.77980 1.96640 0.33 -0.15 0.22
C 0.74990 -2.26460 3.13700 -0.05 -0.02 0.18
C 1.43950 -3.23010 3.85260 0.07 0.03 -0.10
H 4.20820 -5.18720 3.45460 0.04 -0.05 -0.01
H 2.76210 -5.61160 4.38530 0.01 -0.07 0.05
H 3.85160 -4.35460 4.96700 0.02 -0.02 0.07
H 3.94800 -3.63600 1.65730 0.09 0.02 -0.11
H 2.64080 -1.87150 0.53420 -0.01 0.02 0.01
H -0.18640 -1.86100 3.50650 -0.01 0.00 0.07
H 1.06740 -3.57280 4.80740 -0.11 0.02 0.05

---

No. 2
104
Properties=species:S:1:pos:R:3:forces:R:3 method="wB97M-V/def2-TZVPD" mol_weight_g_mol=831.0 total_charge=+1 total_energy_ev=-86987.8257
In 0.23903 0.54427 -1.38416 0.14 -0.12 -0.12
C 4.92130 -1.27571 -1.63398 -0.02 -0.03 -0.01
Si 3.53751 -0.02592 -1.37715 0.11 -0.03 -0.05
C 2.94817 0.50152 -3.10136 -0.10 -0.03 0.01
C 4.34058 1.55545 -0.75348 0.01 0.00 0.05
C 2.18405 -0.68971 -0.26578 -0.41 0.38 -0.20
Si 2.46953 -0.17005 1.49241 0.06 -0.09 0.17
C 4.15298 -0.74411 2.11840 0.01 -0.03 -0.05
C 2.34399 1.70337 1.73817 0.04 0.10 -0.07
C 1.27868 -0.81590 2.81785 -0.11 -0.02 -0.14
Si 1.76216 -2.38010 -0.77351 0.02 -0.16 0.07
C 2.90220 -3.76085 -0.19330 0.04 0.06 0.05
C 1.54498 -2.64068 -2.62538 0.05 -0.01 -0.02
C 0.07629 -3.07257 -0.04860 0.14 0.08 0.04
C -0.75236 -4.18770 -0.77059 -0.04 0.07 -0.01
C -3.30563 -4.57589 -0.13159 -0.01 -0.04 -0.02
C -3.31008 -4.33710 1.37829 0.07 0.03 -0.07
C -2.35255 -3.66326 2.03644 -0.04 0.08 0.09
N -1.03470 -2.10698 0.47103 0.09 -0.13 0.03
H 5.78486 -0.81394 -2.11800 -0.01 0.04 -0.01
H 4.60428 -2.10811 -2.26736 0.03 -0.01 0.01
H 5.25090 -1.69081 -0.67887 0.03 0.01 -0.01
H 3.82246 0.54678 -3.75687 0.02 0.03 0.00
H 2.51986 1.50914 -3.08168 0.00 0.01 -0.02
H 2.22068 -0.15473 -3.58423 0.05 0.04 0.02
H 5.09272 1.85113 -1.48981 0.00 0.01 -0.01
H 4.83613 1.47208 0.21312 0.01 -0.01 -0.01
H 3.60252 2.35595 -0.68828 -0.01 0.07 -0.01
H 4.98451 -0.32807 1.54654 0.00 -0.01 0.00
H 4.22269 -1.83321 2.03980 0.02 0.01 0.02
H 4.30507 -0.47778 3.16745 -0.02 0.02 0.01
H 3.32652 2.15264 1.89844 0.01 -0.01 0.01
H 1.73508 1.91875 2.61902 0.02 -0.02 0.01
H 1.88338 2.21645 0.89384 0.03 -0.07 0.07
H 1.51106 -1.82000 3.17194 0.01 -0.08 0.00
H 0.22176 -0.75642 2.54088 0.03 -0.03 0.00
H 1.41246 -0.15554 3.67833 0.00 -0.02 0.02
H 3.85952 -3.66224 -0.70757 0.00 -0.02 0.02
H 2.50989 -4.75627 -0.41268 -0.03 0.00 -0.02
H 3.11326 -3.70447 0.87778 0.00 -0.01 0.00
H 2.39972 -2.24852 -3.17826 -0.02 -0.05 0.00
H 0.64595 -2.17681 -3.04040 0.00 0.03 0.01
H 1.49949 -3.71226 -2.83644 -0.02 -0.01 -0.01
H -0.49806 -4.27261 -1.82857 -0.01 -0.02 0.01
H -3.06960 -5.63153 -0.28927 -0.01 0.00 0.00
H -4.10652 -4.80006 1.95332 0.00 -0.02 -0.01
H -2.33513 -3.71079 3.12296 0.00 0.02 0.00
C -6.82249 2.61897 -0.26724 -0.01 0.00 0.01
C -6.39946 2.17623 0.97881 -0.01 0.00 -0.01
C -5.21415 1.46622 1.09986 0.01 -0.01 0.00
C -4.43890 1.19754 -0.02703 -0.04 -0.04 -0.03
C -4.86594 1.65673 -1.27308 0.01 0.00 0.00
C -6.05626 2.35798 -1.39434 0.00 0.00 0.00
P -2.86316 0.28328 0.02376 -0.03 0.13 0.26
C -2.36133 0.48859 1.76639 0.05 -0.02 0.01
C -1.54048 1.58091 2.04837 0.09 -0.08 -0.04
C -1.11584 1.82300 3.34655 -0.03 0.02 0.06
C -1.49645 0.97320 4.37623 0.00 0.05 -0.03
C -2.31411 -0.11474 4.10509 0.01 -0.02 -0.01
C -2.74548 -0.35183 2.80695 -0.16 0.03 0.05
C -3.38600 -1.47991 -0.11732 0.11 -0.05 -0.08
C -4.67463 -1.80814 -0.37906 -0.01 -0.01 -0.05
C -5.19973 -3.06978 -0.84622 0.02 0.01 -0.02
C -4.61736 -4.27435 -0.80889 0.00 0.01 0.02
C -2.19591 -3.70573 -0.62198 -0.05 -0.01 0.03
C -0.43882 -5.45287 0.00976 0.00 0.00 0.00
C 0.06019 -5.18229 1.20929 0.03 0.01 -0.02
C 0.19079 -3.69142 1.38657 -0.04 -0.07 -0.10
C -1.14801 -3.03808 1.47002 -0.07 0.04 0.02
C -2.27637 -2.39446 -0.26876 -0.05 0.06 0.03
H -7.74689 3.17407 -0.35821 0.00 0.00 0.00
H -6.99389 2.38504 1.85866 0.00 0.00 0.00
H -4.88884 1.12684 2.07547 -0.01 0.02 -0.01
H -4.25803 1.46728 -2.15070 0.00 0.00 0.00
H -6.37943 2.70992 -2.36512 0.00 0.00 0.00
H -1.22020 2.23739 1.24473 0.01 0.01 0.00
H -0.47832 2.67302 3.55405 -0.01 0.00 0.00
H -1.16033 1.16074 5.38750 0.00 0.00 0.00
H -2.62609 -0.77094 4.90818 -0.01 0.00 0.00
H -3.42960 -1.16845 2.60834 0.03 -0.07 -0.02
H -5.40025 -1.00525 -0.32430 -0.01 -0.01 0.00
H -6.17857 -3.01419 -1.30933 0.00 0.01 -0.01
H -5.11391 -5.10585 -1.29268 -0.01 0.00 0.01
H -0.63670 -6.44348 -0.37717 -0.01 0.00 0.02
H 0.33126 -5.89827 1.97111 0.00 -0.01 -0.01
H 1.00869 -3.31651 1.98510 0.02 0.09 0.09
N 0.50191 3.23439 -0.70281 0.05 0.01 -0.01
C 0.92532 4.27477 -0.41181 -0.04 -0.02 -0.01
N 1.40294 5.44760 -0.08261 -0.01 0.01 -0.07
C 0.51212 6.56768 0.24310 0.00 0.00 0.01
C 0.71224 6.98576 1.69328 0.00 -0.02 0.00
C 2.18667 7.27261 1.97163 0.00 0.00 -0.02
C 3.04958 6.06124 1.62309 -0.01 -0.02 0.01
C 2.83484 5.65137 0.17332 -0.03 0.01 0.02
H -0.51277 6.26291 0.04028 0.00 -0.01 0.01
H 0.75765 7.39615 -0.42868 -0.01 0.00 0.00
H 0.36523 6.17860 2.34556 -0.01 0.01 0.00
H 0.09748 7.86246 1.90273 0.01 0.01 0.00
H 2.32759 7.55104 3.01613 0.00 -0.01 0.00
H 2.50726 8.12972 1.36962 0.00 0.01 0.01
H 2.78615 5.21917 2.27045 0.02 0.00 0.00
H 4.10730 6.27689 1.78191 0.00 0.01 0.00
H 3.36536 4.73535 -0.07466 0.01 -0.06 0.00
H 3.18446 6.43903 -0.50170 0.00 -0.01 0.00

---

No. 3
10
Properties=species:S:1:pos:R:3:forces:R:3 method="wB97M-V/def2-TZVPD" mol_weight_g_mol=93.1 total_charge=0 total_energy_ev=-8657.9317 de_lowest_kj_mol=818.1
N 2.24574 0.74974 0.37131 0.34 -0.59 0.00
C 2.46286 -0.47177 0.22772 0.28 0.58 0.13
C 0.78489 -0.83190 -0.04700 -0.93 -0.50 -0.03
N -0.05652 -1.68493 0.00069 0.59 0.56 -0.04
C -1.69810 -0.46954 0.09266 0.11 0.49 0.02
C -1.40264 0.73013 0.15062 -0.12 -0.45 -0.02
N 0.75998 0.58888 -0.06715 -0.34 -0.01 -0.10
H -2.36957 -1.30386 0.06460 0.12 0.14 0.01
H -1.48652 1.79197 0.25204 -0.01 -0.18 -0.04
H 0.75989 0.90129 -1.04549 -0.04 -0.04 0.06

---

No. 4
18
Properties=species:S:1:pos:R:3:forces:R:3 method="wB97M-V/def2-TZVPD" mol_weight_g_mol=321.5 total_charge=+2 total_energy_ev=-16144.8340 de_lowest_kj_mol=363.6
H 1.64710 -0.37384 0.52639 0.29 1.27 0.24
O 0.12746 -1.36406 0.29232 -2.45 0.19 0.13
O -0.23632 0.89259 0.03958 1.35 -0.33 0.28
O -0.20894 -0.11268 2.16816 0.52 0.86 -2.04
C 1.36027 -1.65913 -0.22753 -1.07 -0.77 1.22
C -1.26124 1.56720 0.28726 -0.19 0.26 0.69
C 1.38130 -2.20198 -1.60180 0.39 0.34 0.41
C -1.63278 2.69788 -0.54067 -0.16 -0.19 -0.27
C 0.24066 -0.16859 1.05564 0.94 -2.88 -3.87
H 1.95857 -2.20840 0.50954 0.64 0.90 -0.01
H -1.83796 1.29948 1.18626 0.11 0.15 -0.26
H 1.94001 -1.49501 -2.23160 -0.08 -0.10 -0.26
H 1.94590 -3.14710 -1.60150 0.01 0.36 0.01
H 0.37356 -2.36355 -2.00078 0.13 0.39 0.13
H -2.64962 2.49280 -0.92032 0.14 0.15 -0.01
H -1.75357 3.57046 0.12361 0.02 -0.15 -0.09
H -0.92404 2.89045 -1.34993 -0.19 -0.03 0.16
Tl -0.47035 -0.31653 4.28537 -0.41 -0.40 3.56

---

No. 5
14
Properties=species:S:1:pos:R:3:forces:R:3 method="wB97M-V/def2-TZVPD" mol_weight_g_mol=126.2 smiles="S=CC1=CCNN=C1" total_charge=0 total_energy_ev=-19093.2649 de_lowest_kj_mol=457.9
C -1.42723 0.84015 -0.15286 -2.38 -1.45 0.21
C -0.10891 0.34846 -0.01521 1.42 -2.71 0.43
C 0.08489 -1.07979 -0.05952 -0.91 3.05 0.06
C 1.56848 -1.27399 0.33131 -1.58 -2.87 -0.45
C 1.04544 1.25704 0.26532 -1.47 3.28 -0.01
H -1.63241 1.88524 -0.35710 0.15 0.08 0.02
H -0.91577 -1.68755 -0.31898 2.82 0.92 0.70
H 1.65695 -1.20700 1.38948 0.19 0.93 1.28
H 2.09743 -2.20175 0.17190 -0.66 -0.84 -0.57
H 3.22792 -0.57772 -0.85124 -3.38 0.20 1.49
H 0.87438 2.39198 0.43044 -0.17 -2.07 0.34
N 2.18072 -0.35706 -0.49066 7.04 2.14 -1.73
N 2.27592 0.98816 0.06600 -1.55 -2.39 -1.47
S -2.71756 -0.22326 0.01837 0.47 1.72 -0.28

---

No. 6
10
Properties=species:S:1:pos:R:3:forces:R:3 method="wB97M-V/def2-TZVPD" mol_weight_g_mol=88.1 smiles=Cc1ooc1O total_charge=0 total_energy_ev=-9313.0064 de_lowest_kj_mol=549.4
C -0.37187 -0.21482 0.32575 0.73 1.73 -1.89
C -0.51579 -0.33523 -1.04719 0.25 -0.70 4.05
C 0.57752 0.61586 1.24898 -2.46 -3.74 0.84
O -1.43872 -1.09987 0.56156 0.58 0.32 0.23
O -1.56927 -1.27592 -0.84982 0.15 0.17 -1.20
O -0.02525 -0.02555 -2.23278 -2.26 0.12 -0.69
H 0.21956 0.91563 2.24545 -0.43 0.01 -0.65
H 1.38555 -0.05440 1.44128 1.04 -0.10 0.16
H 0.84012 1.40678 0.66674 1.01 2.40 -1.36
H 0.89814 0.06752 -2.35997 1.40 -0.21 0.51